Here is a molecular structure, C61H74NO5PtSeTe in a non-equilibrium geometry from the OMol25 dataset. Energies are from the ωB97M-V functional and the def2-TZVPD basis.

## Properties
E: -152067.294 eV
E_HOMO (alpha / beta): -0.249 / -0.253 hartree
Energy relative to the best compared isomer or geometry (same formula, charge and spin): 25.1 kcal/mol
2S+1: 6
HOMO-LUMO gap (alpha / beta): 7.16 / 4.38 eV
<S²>: 8.817

```
144
Properties=species:S:1:pos:R:3:lowdin_charge:R:1
Pt -0.08 -0.58 -0.99 1.02
C -4.81 5.04 -2.17 -0.06
C -3.82 5.38 -1.06 -0.55
C -2.98 6.58 -1.51 -0.04
C -4.59 5.74 0.22 -0.03
C -2.87 4.23 -0.76 -0.13
C -2.99 2.98 -1.35 -0.04
C -2.02 2.02 -1.16 -0.31
Se -2.40 0.22 -1.79 1.19
C -3.30 -0.36 -0.18 -0.38
C -4.68 -0.41 -0.16 -0.08
C -5.35 -0.77 1.01 -0.18
C -4.56 -1.13 2.10 0.01
C -3.19 -1.11 2.13 -0.08
C -2.50 -0.64 0.96 -0.38
O -1.24 -0.43 0.94 -0.20
C -2.48 -1.60 3.38 -0.52
C -0.95 -1.55 3.33 -0.06
C -2.88 -3.07 3.60 -0.04
C -2.93 -0.76 4.59 -0.04
C -6.86 -0.80 1.13 -0.56
C -7.30 0.04 2.34 -0.05
C -7.30 -2.26 1.33 -0.04
C -7.55 -0.25 -0.11 -0.07
C -0.81 2.29 -0.45 -0.33
O 0.25 1.59 -0.57 -0.08
C -0.87 3.44 0.41 -0.05
C -1.84 4.38 0.17 0.04
C 0.16 3.60 1.52 -0.51
C 0.43 2.24 2.18 -0.02
C 1.45 4.17 0.92 -0.01
C -0.34 4.54 2.62 -0.05
H -5.41 5.92 -2.40 0.09
H -5.48 4.24 -1.88 0.09
H -4.28 4.75 -3.08 0.09
H -3.64 7.41 -1.78 0.09
H -2.38 6.32 -2.37 0.09
H -2.32 6.92 -0.72 0.08
H -5.30 6.54 0.02 0.09
H -3.91 6.07 1.00 0.08
H -5.14 4.87 0.59 0.09
H -3.84 2.72 -1.96 0.10
H -5.21 -0.15 -1.06 0.09
H -5.08 -1.46 2.99 0.10
H -0.56 -2.06 2.45 0.06
H -0.55 -2.03 4.22 0.09
H -0.60 -0.52 3.30 0.07
H -2.66 -3.65 2.70 0.08
H -3.95 -3.17 3.81 0.07
H -2.33 -3.49 4.43 0.08
H -2.70 0.29 4.41 0.09
H -2.40 -1.08 5.48 0.08
H -4.00 -0.84 4.77 0.07
H -6.91 -0.36 3.27 0.07
H -8.39 0.04 2.41 0.08
H -6.95 1.07 2.24 0.09
H -6.87 -2.68 2.23 0.08
H -6.99 -2.86 0.48 0.09
H -8.39 -2.30 1.41 0.08
H -7.22 0.76 -0.33 0.08
H -8.63 -0.22 0.05 0.08
H -7.36 -0.88 -0.98 0.08
H -1.82 5.29 0.76 0.11
H 0.87 1.53 1.48 0.07
H -0.51 1.81 2.54 0.09
H 1.11 2.35 3.01 0.09
H 1.82 3.51 0.15 0.07
H 2.21 4.27 1.70 0.08
H 1.26 5.15 0.49 0.09
H -1.33 4.25 2.97 0.09
H -0.37 5.58 2.29 0.08
H 0.35 4.49 3.47 0.09
C 1.43 -4.63 -3.90 0.00
C 1.38 -3.15 -3.57 -0.36
O 2.08 -2.74 -2.64 -0.12
C 0.53 -2.32 -4.40 -0.09
C -0.05 -2.81 -5.58 -0.04
C -0.89 -2.06 -6.35 -0.10
C -1.24 -0.77 -5.94 -0.08
C -0.71 -0.25 -4.80 -0.05
C 0.23 -0.97 -4.01 -0.39
O 0.80 -0.39 -3.01 -0.30
H 1.98 -5.15 -3.12 0.08
H 1.96 -4.76 -4.85 0.09
H 0.44 -5.06 -3.99 0.09
H 0.21 -3.81 -5.92 0.10
H -1.29 -2.47 -7.27 0.10
H -1.92 -0.19 -6.55 0.10
H -0.95 0.76 -4.48 0.10
C 8.74 -1.23 -3.34 -0.05
C 7.35 -1.21 -2.79 -0.27
C 7.11 -1.57 -1.47 -0.01
C 5.82 -1.56 -0.94 -0.29
C 5.60 -2.03 0.46 -0.06
C 4.77 -1.12 -1.75 -0.25
Te 2.73 -1.05 -0.80 1.85
N 1.20 -1.94 0.41 -0.18
C 0.51 -2.98 0.02 -0.65
O -0.46 -2.90 -0.78 -0.03
C 0.99 -4.27 0.59 -0.15
C 2.27 -4.68 0.23 -0.04
C 2.81 -5.84 0.75 -0.07
C 2.08 -6.59 1.66 -0.09
C 0.81 -6.18 2.03 -0.08
C 0.26 -5.03 1.50 -0.01
C 3.37 0.23 0.81 -0.31
C 3.40 -0.12 2.16 -0.30
C 2.95 -1.45 2.68 -0.05
C 3.88 0.79 3.09 -0.02
C 4.33 2.05 2.72 -0.27
C 4.84 3.00 3.76 -0.04
C 4.28 2.38 1.38 -0.03
C 3.80 1.50 0.42 -0.31
C 3.76 1.93 -1.01 -0.07
C 4.98 -0.80 -3.08 -0.30
C 3.86 -0.42 -3.99 -0.05
C 6.28 -0.85 -3.58 -0.01
H 9.45 -1.61 -2.61 0.07
H 9.05 -0.22 -3.63 0.08
H 8.79 -1.86 -4.23 0.08
H 7.92 -1.88 -0.83 0.12
H 6.39 -2.72 0.75 0.09
H 4.63 -2.53 0.53 0.04
H 5.60 -1.19 1.15 0.09
H 2.83 -4.07 -0.48 0.09
H 3.80 -6.15 0.45 0.10
H 2.50 -7.49 2.07 0.10
H 0.25 -6.76 2.75 0.10
H -0.73 -4.71 1.79 0.10
H 2.89 -2.19 1.89 0.03
H 1.95 -1.34 3.11 0.08
H 3.62 -1.80 3.47 0.09
H 3.91 0.50 4.13 0.12
H 5.40 2.47 4.52 0.08
H 4.00 3.51 4.25 0.08
H 5.47 3.76 3.31 0.08
H 4.63 3.36 1.07 0.12
H 3.98 2.99 -1.09 0.09
H 2.76 1.74 -1.42 0.06
H 4.49 1.38 -1.60 0.07
H 2.95 -0.21 -3.43 0.03
H 3.64 -1.24 -4.68 0.10
H 4.13 0.45 -4.59 0.09
H 6.44 -0.61 -4.62 0.12
```

Here is 2 unconnected molecules or ions with the total composition CH6N5S in a non-equilibrium geometry from the OMol25 dataset. Energies are from the ωB97M-V functional and the def2-TZVPD basis.

## Properties
E: -19409.195 eV
E_HOMO: -0.479 hartree
Net charge: +1
Energy relative to the best compared isomer or geometry (same formula, charge and spin): 23.1 kcal/mol
2S+1: 1
HOMO-LUMO gap: 8.06 eV

```
13
Properties=species:S:1:pos:R:3:lowdin_charge:R:1
C 3.05 -0.33 -0.30 -0.81
N -0.48 1.17 -0.30 0.21
N 3.36 0.75 0.10 0.17
N -2.45 -0.08 -0.23 0.17
N -0.49 -0.90 0.61 0.17
N -1.14 0.12 0.03 -0.35
S 2.57 -1.83 -0.20 0.72
H -1.19 1.91 -0.55 0.11
H 3.38 1.74 -0.02 0.10
H -2.94 0.84 -0.37 0.16
H -3.06 -0.88 -0.14 0.14
H 0.57 -0.89 0.53 0.05
H -1.18 -1.61 0.85 0.14
```

Here is a single C3H9N3 molecule in a non-equilibrium geometry from the OMol25 dataset. Energies are from the ωB97M-V functional and the def2-TZVPD basis.

## Properties
SMILES string: C/N=C/N(C)N
E: -7725.186 eV
E_HOMO: -0.297 hartree
Energy relative to the best compared isomer or geometry (same formula, charge and spin): 55.1 kcal/mol
2S+1: 1
HOMO-LUMO gap: 8.98 eV

```
15
Properties=species:S:1:pos:R:3:lowdin_charge:R:1
C -2.67 -0.02 0.04 -0.18
N -1.35 0.52 -0.20 -0.03
C -0.35 -0.26 -0.27 -0.25
N 0.95 0.15 -0.36 -0.28
C 2.07 -0.75 0.03 -0.05
N 1.08 1.53 -0.13 0.03
H -3.27 0.15 -0.96 0.10
H -2.73 -1.10 0.19 0.05
H -3.21 0.55 0.85 0.08
H -0.42 -1.33 -0.33 0.11
H 2.25 -0.65 1.16 0.10
H 3.00 -0.47 -0.44 0.06
H 1.69 -1.74 -0.18 0.07
H 2.09 1.75 -0.30 0.09
H 0.89 1.67 0.91 0.10
```

Here is a single C5H11O6 molecule in a non-equilibrium geometry from the OMol25 dataset. Energies are from the ωB97M-V functional and the def2-TZVPD basis.

## Properties
E: -17640.861 eV
E_HOMO (alpha / beta): -0.362 / -0.362 hartree
Energy relative to the best compared isomer or geometry (same formula, charge and spin): 16.7 kcal/mol
2S+1: 2
HOMO-LUMO gap (alpha / beta): 10.30 / 8.79 eV
<S²>: 0.754

```
22
Properties=species:S:1:pos:R:3:lowdin_charge:R:1
H -0.82 1.25 -0.58 0.12
C -0.66 0.28 -1.11 -0.14
C 0.67 -0.35 -0.54 -0.48
C 0.89 -1.80 -0.98 0.00
C 0.59 -0.27 1.03 -0.21
C 0.19 1.13 1.53 -0.20
O 1.06 2.10 0.91 -0.06
O -0.31 -1.25 1.61 -0.07
O -1.16 -0.71 2.53 0.02
O 1.75 0.41 -1.04 0.01
O -1.78 -0.54 -0.85 -0.13
O -2.89 0.08 -1.65 -0.02
H -3.60 -0.58 -1.47 0.11
H -0.54 0.47 -2.19 0.14
H 0.06 -2.42 -0.66 0.09
H 1.00 -1.85 -2.07 0.10
H 1.83 -2.19 -0.58 0.09
H 1.59 -0.46 1.44 0.17
H -0.85 1.32 1.26 0.12
H 0.29 1.15 2.62 0.13
H 0.94 2.97 1.33 0.12
H 1.75 1.26 -0.53 0.09
```

Here is a gas-phase ion, C5H13N2 (charge +1) in a non-equilibrium geometry from the OMol25 dataset. Energies are from the ωB97M-V functional and the def2-TZVPD basis.

## Properties
SMILES string: C[C@@H](N)C/C=C/[NH3+]
E: -8366.115 eV
E_HOMO: -0.459 hartree
Net charge: +1
Energy relative to the best compared isomer or geometry (same formula, charge and spin): 108.3 kcal/mol
2S+1: 1
HOMO-LUMO gap: 8.71 eV

```
20
Properties=species:S:1:pos:R:3:lowdin_charge:R:1
C 2.52 -1.19 0.94 -0.08
C 1.49 -0.72 -0.19 -0.43
N 0.63 -1.83 -0.75 0.02
C 0.70 0.51 0.39 -0.18
C -0.57 0.69 -0.33 -0.02
C -1.74 1.22 0.31 -0.10
N -2.94 1.43 -0.38 0.18
H 2.00 -1.76 1.78 0.09
H 3.39 -1.75 0.48 0.08
H 2.99 -0.19 1.32 0.10
H 2.17 -0.31 -1.10 0.17
H 0.90 -1.80 -1.70 0.05
H 0.65 -2.77 -0.25 0.11
H 0.26 0.05 1.40 0.16
H 1.33 1.18 0.88 0.09
H -0.42 0.43 -1.37 0.12
H -1.83 1.78 1.16 0.10
H -3.06 0.96 -1.24 0.16
H -3.68 1.29 0.20 0.13
H -2.94 2.55 -0.45 0.25
```

Here is a single C3H3N3O2 molecule in a non-equilibrium geometry from the OMol25 dataset. Energies are from the ωB97M-V functional and the def2-TZVPD basis.

## Properties
SMILES string: O/N=c1\nccno1
E: -11718.637 eV
E_HOMO: -0.336 hartree
Energy relative to the best compared isomer or geometry (same formula, charge and spin): 168.8 kcal/mol
2S+1: 1
HOMO-LUMO gap: 8.16 eV

```
11
Properties=species:S:1:pos:R:3:lowdin_charge:R:1
O -2.78 0.08 0.04 -0.08
N -1.85 -0.89 -0.06 0.00
C -0.64 -0.63 0.03 -0.37
N -0.29 0.84 0.35 0.14
C 1.00 1.19 -0.06 -0.04
C 1.99 0.01 -0.16 -0.10
N 1.72 -1.27 0.07 0.10
O 0.32 -1.61 0.18 -0.03
H -3.67 -0.19 -0.43 0.17
H 1.12 2.27 0.11 0.10
H 3.08 0.20 -0.06 0.11
```